<A>
Molecular formula: C3H4S3
Method: DFT, wB97M-V/def2-TZVPD

Computed properties:
E_HOMO (spin up / spin down) in eV: -7.92 / -7.87
HOMO-LUMO gap (spin up / spin down) in eV: 6.64 / 6.55

Last column: Mulliken charge in e.
Cartesian coordinates (Å):
C (-0.6176, 0.2606, -0.4080)  -0.062
C (-0.0802, -0.5878, -1.3940)  -0.461
C (-0.1931, 0.5763, 0.8416)  0.042
S (1.2075, -1.6484, -1.6948)  0.066
S (2.6159, -2.0078, -0.4057)  -0.338
S (-1.1023, 1.6320, 1.8820)  -0.182
H (-1.5517, 0.7209, -0.7235)  0.240
H (-0.6658, -0.6243, -2.3071)  0.247
H (0.7273, 0.1798, 1.2399)  0.302
H (-0.3399, 1.4987, 2.9696)  0.145

---

<B>
Molecular formula: C3H4S3
Method: DFT, wB97M-V/def2-TZVPD

Computed properties:
E_HOMO (spin up / spin down) in eV: -8.82 / -8.89
HOMO-LUMO gap (spin up / spin down) in eV: 6.90 / 6.77

Last column: Mulliken charge in e.
Cartesian coordinates (Å):
C (-0.5693, -0.4478, 0.3616)  -0.198
C (-1.7784, -0.1868, -0.3244)  -0.578
C (0.6696, -0.1946, -0.4349)  -0.223
S (-3.3195, -0.4406, 0.2199)  -0.184
S (2.0050, -1.3433, 0.1539)  -0.094
S (1.3952, 1.2488, 0.3751)  -0.142
H (-0.5072, -0.8437, 1.3951)  0.490
H (-1.6376, 0.0542, -1.3953)  0.235
H (0.6558, -0.1847, -1.4674)  0.478
H (0.7542, 0.9817, 1.6085)  0.216

---

Relative to the most stable structure, the computed energies are <A> 0.0; <B> 165.9, all in kJ/mol.

---

<A>
Molecular formula: H4OSSi
Method: DFT, wB97M-V/def2-TZVPD

Computed properties:
E_HOMO in eV: -9.73
HOMO-LUMO gap in eV: 8.93
SMILES: O=[SiH2].S

Last column: Mulliken charge in e.
Cartesian coordinates (Å):
O (-1.4212, 0.4504, 1.1247)  -0.383
Si (-1.6573, -0.0811, -0.2614)  0.472
S (2.6218, 0.3266, 0.5166)  -0.236
H (1.7810, 0.5016, -0.4836)  0.086
H (-1.7224, 0.7111, -1.5893)  -0.038
H (-1.4080, -1.4731, -0.5743)  -0.048
H (1.8061, -0.4355, 1.2673)  0.147

---

<B>
Molecular formula: H4OSSi
Method: DFT, wB97M-V/def2-TZVPD

Computed properties:
E_HOMO (spin up / spin down) in eV: -8.90 / -7.47
HOMO-LUMO gap (spin up / spin down) in eV: 8.50 / 6.93

Last column: Mulliken charge in e.
Cartesian coordinates (Å):
O (0.1472, -1.7660, -0.9484)  -0.363
Si (-0.3737, -0.5878, 0.0409)  0.243
S (-0.1185, -0.8660, 2.1260)  -0.221
H (0.4568, -1.4568, -1.7980)  0.356
H (2.0878, 0.6513, -0.2465)  -0.128
H (-1.6910, 0.1263, -0.2922)  -0.030
H (-0.0776, 0.3362, 2.4504)  0.142

---

Relative to the most stable structure, the computed energies are <A> 0.0; <B> 131.3, all in kJ/mol.

---

<A>
Molecular formula: C10H12N
Method: DFT, wB97M-V/def2-TZVPD

Computed properties:
E_HOMO in eV: -12.25
Total charge: +1
HOMO-LUMO gap in eV: 7.03
SMILES: C#[N+]/C=C/C=C\C#CC(C)C

Last column: Mulliken charge in e.
Cartesian coordinates (Å):
C (-4.2703, -2.0725, -0.0270)  0.055
C (-0.6872, 2.2341, -0.0049)  -0.071
C (-2.0532, 2.1603, 0.0873)  -0.693
C (0.2701, 1.2450, -0.1580)  -0.439
C (-2.9164, 1.0484, 0.0702)  -0.020
C (1.2700, 0.5669, -0.3110)  0.038
C (-2.5791, -0.2788, 0.0005)  -0.332
C (1.9449, -1.7559, 0.0556)  -1.404
C (3.6100, 0.1590, 0.2423)  -1.373
C (2.3513, -0.3691, -0.4565)  0.880
N (-3.4831, -1.2257, -0.0143)  0.007
H (-4.9900, -2.8429, -0.0424)  0.498
H (-0.2611, 3.2322, 0.0442)  0.383
H (-2.5601, 3.1110, 0.1866)  0.331
H (-1.5495, -0.6087, -0.0474)  0.398
H (-3.9735, 1.2798, 0.1264)  0.338
H (1.0744, -2.1294, -0.4808)  0.331
H (1.7139, -1.7172, 1.1177)  0.340
H (2.7640, -2.4550, -0.0930)  0.418
H (4.4370, -0.5254, 0.0757)  0.390
H (3.4422, 0.2468, 1.3129)  0.355
H (3.8858, 1.1344, -0.1495)  0.375
H (2.5599, -0.4374, -1.5345)  0.193

---

<B>
Molecular formula: C10H12N
Method: DFT, wB97M-V/def2-TZVPD

Computed properties:
E_HOMO (spin up / spin down) in eV: -12.65 / -12.65
Total charge: +1
HOMO-LUMO gap (spin up / spin down) in eV: 6.38 / 6.38

Last column: Mulliken charge in e.
Cartesian coordinates (Å):
C (2.1484, -0.8299, -0.0676)  -0.119
C (-0.9501, 0.2261, 1.6613)  -1.190
C (-1.1923, 2.4508, -0.8480)  -0.641
C (1.3667, -0.6294, -1.3352)  -0.912
C (2.0200, 2.4936, 0.4165)  -1.209
C (-0.2346, 0.4213, 0.5115)  0.696
C (-0.5295, 1.6397, -0.1221)  0.128
C (0.6029, -0.7214, -0.0442)  1.562
C (2.6808, 1.3483, 0.3967)  0.843
C (0.0480, -2.0945, 0.2989)  -1.966
N (2.9807, 0.1897, 0.3673)  -0.460
H (2.5712, -1.7971, 0.1662)  0.409
H (-0.9132, -0.6998, 2.2083)  0.302
H (-1.6144, 0.9819, 2.0382)  0.403
H (-0.9743, 3.4835, -1.0529)  0.302
H (-2.1091, 2.0939, -1.3202)  0.281
H (1.3199, -1.4451, -2.0378)  0.259
H (1.4571, 0.3428, -1.7976)  0.278
H (1.6685, 2.9135, 1.3465)  0.379
H (2.0781, 3.1818, -0.4114)  0.355
H (0.5712, -2.8502, -0.2826)  0.414
H (-1.0136, -2.1765, 0.0846)  0.455
H (0.2190, -2.3262, 1.3494)  0.428

---

Relative to the most stable structure, the computed energies are <A> 0.0; <B> 154.4, all in kJ/mol.

---

<A>
Molecular formula: C15H60O15
Method: DFT, wB97M-V/def2-TZVPD

Computed properties:
E_HOMO in eV: -9.46
HOMO-LUMO gap in eV: 9.71

Last column: Mulliken charge in e.
Cartesian coordinates (Å):
C (-8.7191, 7.2524, 8.3875)  -0.231
O (-9.5604, 6.1797, 7.9047)  -0.635
H (-7.8307, 6.7820, 8.7865)  0.423
H (-8.4421, 7.8957, 7.5086)  0.244
H (-9.2090, 7.8125, 9.1644)  -0.079
H (-9.8372, 5.6905, 8.6974)  0.243
C (-13.4830, 12.5763, 12.1309)  -0.093
O (-14.0233, 13.6871, 11.4596)  -0.623
H (-14.2328, 11.8305, 12.4286)  0.337
H (-12.6797, 12.0790, 11.6162)  -0.181
H (-13.1035, 13.0071, 13.0551)  0.211
H (-14.2912, 13.5366, 10.5438)  0.347
C (-7.4446, 8.4953, 13.0844)  -0.814
O (-8.3022, 8.7764, 11.9314)  -0.434
H (-6.9689, 7.5562, 12.8354)  0.291
H (-6.6570, 9.2719, 13.0715)  0.284
H (-7.9263, 8.3684, 14.0595)  0.273
H (-9.2345, 8.7174, 12.2137)  0.141
C (-11.0035, 10.6525, 14.9603)  -0.938
O (-10.9005, 10.0064, 13.6503)  -0.201
H (-10.0928, 10.5678, 15.5480)  0.315
H (-11.2473, 11.6984, 14.8904)  0.292
H (-11.8530, 10.1607, 15.4597)  0.306
H (-10.2763, 10.4960, 13.1044)  0.290
C (-15.3484, 8.4204, 11.3843)  -0.438
O (-15.9866, 8.8919, 10.1942)  -0.530
H (-16.0505, 8.4699, 12.2098)  0.356
H (-14.9631, 7.4016, 11.3139)  0.257
H (-14.5082, 9.0910, 11.6240)  0.144
H (-15.3576, 8.6962, 9.4888)  0.241
C (-11.8916, 7.5445, 5.6790)  -0.823
O (-11.8731, 7.7307, 7.1439)  -0.298
H (-11.5235, 6.5494, 5.3932)  0.324
H (-12.9429, 7.7237, 5.3936)  0.299
H (-11.3165, 8.3018, 5.1263)  0.263
H (-11.0175, 7.3291, 7.4488)  0.211
C (-14.2738, 11.2493, 8.2073)  -0.228
O (-14.0936, 12.5973, 8.6552)  -0.537
H (-15.3048, 10.9983, 8.5048)  0.341
H (-14.1551, 11.1276, 7.1329)  0.321
H (-13.6270, 10.5271, 8.7286)  -0.163
H (-13.3048, 13.0077, 8.2657)  0.283
C (-10.5440, 6.3877, 14.3615)  -0.144
O (-10.1424, 5.5737, 15.4274)  -0.611
H (-9.8799, 7.2700, 14.3781)  0.006
H (-10.4643, 5.8201, 13.4194)  0.242
H (-11.5645, 6.7008, 14.4615)  0.029
H (-10.5967, 4.7200, 15.4165)  0.326
C (-10.3133, 10.6739, 7.0600)  -0.153
O (-9.8681, 11.9921, 7.1802)  -0.570
H (-11.3704, 10.7683, 6.7516)  0.142
H (-9.7103, 10.0888, 6.3650)  0.298
H (-10.3570, 10.0846, 7.9903)  -0.047
H (-8.9371, 12.1458, 7.3331)  0.311
C (-6.8684, 10.5239, 9.1957)  -0.360
O (-7.0437, 11.2547, 8.0055)  -0.520
H (-6.0786, 9.7956, 9.1099)  0.378
H (-6.5500, 11.1416, 10.0235)  0.378
H (-7.8280, 10.0528, 9.3722)  -0.149
H (-6.3631, 11.9412, 7.9945)  0.278
C (-13.9991, 8.3736, 14.5911)  -0.582
O (-13.8338, 9.7285, 14.1603)  -0.508
H (-14.0860, 7.6695, 13.7557)  0.133
H (-13.2061, 7.9808, 15.2093)  0.293
H (-14.9675, 8.4171, 15.0891)  0.351
H (-13.0370, 9.8937, 13.6289)  0.091
C (-9.6086, 12.4034, 11.1440)  -0.557
O (-9.2288, 11.5303, 12.2330)  -0.587
H (-10.2867, 11.9355, 10.4358)  0.104
H (-10.2058, 13.1713, 11.5997)  0.397
H (-8.7608, 12.8196, 10.6181)  0.283
H (-8.7475, 10.7587, 11.8850)  0.215
C (-11.3692, 9.0694, 10.7800)  1.538
O (-11.2054, 8.1080, 11.8280)  0.804
H (-10.3795, 9.4985, 10.5769)  -0.733
H (-11.7658, 8.5354, 9.9207)  -0.219
H (-12.0877, 9.8498, 10.9708)  -0.485
H (-11.2603, 8.4603, 12.7435)  -0.048
C (-12.0633, 5.2212, 10.2894)  -0.192
O (-12.4607, 5.6474, 11.5874)  -0.577
H (-12.4260, 4.1644, 10.2510)  0.369
H (-12.5020, 5.8168, 9.4803)  0.057
H (-10.9598, 5.2698, 10.1723)  0.021
H (-12.1179, 6.5372, 11.7480)  0.174
C (-15.1148, 6.6760, 7.3779)  -0.851
O (-14.4452, 7.7696, 8.0195)  -0.258
H (-16.1151, 7.0059, 7.1157)  0.284
H (-14.6343, 6.3610, 6.4259)  0.278
H (-15.1682, 5.7938, 8.0107)  0.305
H (-13.4849, 7.6446, 7.8619)  0.277

---

<B>
Molecular formula: C15H60O15
Method: DFT, wB97M-V/def2-TZVPD

Computed properties:
E_HOMO in eV: -9.34
HOMO-LUMO gap in eV: 9.66

Last column: Mulliken charge in e.
Cartesian coordinates (Å):
C (3.7112, 0.9769, -2.4489)  -0.601
O (2.6745, 1.7635, -1.8752)  -0.437
H (3.4025, 0.6587, -3.4447)  0.263
H (4.6078, 1.5639, -2.6480)  0.325
H (4.0226, 0.1596, -1.7984)  0.010
H (2.8528, 1.7921, -0.9324)  0.397
C (0.5136, 4.8535, 0.6712)  -0.241
O (0.1836, 5.8317, -0.3197)  -0.579
H (-0.3271, 4.3511, 1.1497)  0.105
H (1.1757, 4.1002, 0.2443)  0.048
H (1.1419, 5.3256, 1.4264)  0.374
H (-0.4815, 5.4857, -0.9193)  0.344
C (-3.2189, 2.8533, 1.2512)  -0.179
O (-3.7049, 2.4364, 2.5149)  -0.540
H (-3.6214, 3.8378, 1.0128)  0.361
H (-2.1404, 3.0023, 1.3025)  -0.091
H (-3.4086, 2.1547, 0.4363)  0.106
H (-4.6226, 2.1659, 2.4358)  0.290
C (0.3358, 0.5473, -4.2778)  -0.408
O (-0.2628, -0.6109, -4.7870)  -0.573
H (1.0431, 0.8248, -5.0594)  0.428
H (-0.3436, 1.3348, -3.9517)  0.174
H (0.9207, 0.2882, -3.3953)  0.009
H (0.3626, -1.1878, -5.2317)  0.289
C (3.9339, -1.7256, 0.8014)  0.688
O (4.6461, -1.1404, 1.9190)  -0.596
H (2.8813, -1.8306, 1.0642)  -0.287
H (3.9612, -1.1170, -0.1025)  -0.450
H (4.2378, -2.7539, 0.6058)  0.452
H (5.5961, -1.1599, 1.7823)  0.281
C (-3.1974, -1.3889, -3.1806)  -0.734
O (-1.9409, -1.1587, -2.5168)  0.113
H (-3.0364, -1.9961, -4.0713)  0.301
H (-3.8330, -1.9299, -2.4795)  0.196
H (-3.6715, -0.4428, -3.4416)  0.295
H (-1.3192, -0.8356, -3.1731)  0.079
C (-3.2189, -0.6250, 3.4844)  -0.320
O (-1.8340, -0.3412, 3.2481)  -0.508
H (-3.8054, -0.1550, 2.6949)  -0.120
H (-3.4594, -1.6789, 3.6241)  0.271
H (-3.5643, -0.0419, 4.3381)  0.306
H (-1.6958, -0.4027, 2.3001)  0.228
C (-1.2707, -3.7525, -0.5102)  -0.134
O (-0.3326, -4.8188, -0.6733)  -0.604
H (-1.9399, -3.8036, -1.3691)  0.351
H (-1.7657, -3.8531, 0.4557)  0.321
H (-0.6864, -2.8327, -0.4870)  -0.280
H (-0.7819, -5.6665, -0.6397)  0.302
C (-0.0535, 0.6034, 0.4734)  -0.252
O (-1.3086, 0.0005, 0.4963)  0.484
H (0.6813, 0.0588, 1.0664)  -0.031
H (0.2458, 0.7038, -0.5699)  0.032
H (-0.1203, 1.6565, 0.7466)  0.066
H (-1.3983, -0.5045, -0.3152)  -0.347
C (0.7264, -3.6326, 2.4131)  0.079
O (0.7050, -3.2725, 3.7561)  -0.585
H (0.0072, -4.4066, 2.1452)  0.314
H (0.5342, -2.7156, 1.8560)  -0.344
H (1.6739, -4.0237, 2.0425)  0.260
H (1.1854, -2.4487, 3.8671)  0.295
C (-1.5422, 3.4092, -2.1092)  -0.545
O (-2.1635, 4.3407, -1.3167)  -0.470
H (-0.5333, 3.1800, -1.7663)  0.034
H (-2.0621, 2.4513, -2.0981)  0.290
H (-1.4873, 3.7238, -3.1514)  0.462
H (-2.8966, 4.6625, -1.8464)  0.262
C (-4.7724, -1.4601, -0.0711)  -0.336
O (-5.2040, -2.7875, -0.4176)  -0.536
H (-5.0768, -1.2383, 0.9518)  0.356
H (-3.6869, -1.4657, -0.1698)  -0.173
H (-5.0609, -0.6213, -0.7046)  0.368
H (-6.1050, -2.7226, -0.7427)  0.283
C (1.5886, -2.1474, -2.0771)  -0.174
O (2.0212, -3.1542, -1.1802)  -0.541
H (1.2862, -1.2625, -1.5171)  -0.160
H (2.4425, -1.8678, -2.6942)  0.389
H (0.7330, -2.4731, -2.6685)  0.330
H (1.2612, -3.5789, -0.7757)  0.221
C (4.3106, 2.1532, 1.0398)  -0.826
O (3.0013, 2.0168, 0.7324)  -0.368
H (4.5512, 3.1326, 1.4531)  0.350
H (4.6090, 1.4816, 1.8448)  0.234
H (5.0081, 2.0972, 0.2041)  0.328
H (2.4989, 2.1879, 1.5324)  0.236
C (2.4416, 0.0496, 4.2750)  -0.303
O (2.9409, -1.2764, 4.0916)  -0.565
H (2.4060, 0.3425, 5.3244)  0.314
H (3.0400, 0.7957, 3.7523)  0.103
H (1.4489, 0.1872, 3.8463)  0.115
H (3.4048, -1.2328, 3.2522)  0.325

---

Relative to the most stable structure, the computed energies are <A> 0.0; <B> 115.0, all in kJ/mol.